(1)
The molecule C4H5N3. Source: OMol25; level of theory: ωB97M-V with the def2-TZVPD basis set.

```
12
Properties=species:S:1:pos:R:3:forces:R:3
N -2.158 0.123 -0.501 -0.018 -0.084 -0.072
C -0.807 0.190 -0.227 0.045 0.131 0.057
C -0.149 1.457 -0.517 0.180 -0.377 -0.185
N 1.201 1.316 -0.618 -0.063 0.028 0.121
C 1.865 0.370 -0.014 -0.074 -0.006 0.018
N 1.230 -0.579 0.710 -0.180 0.234 -0.105
C -0.127 -0.744 0.504 -0.004 0.133 0.059
H -2.467 0.874 -1.101 -0.015 -0.105 0.059
H -2.589 -0.772 -0.668 0.098 0.071 -0.004
H 1.623 -0.905 1.581 0.208 -0.437 -0.299
H 2.945 0.295 -0.110 -0.122 0.138 0.198
H -0.565 -1.624 0.963 -0.055 0.273 0.154
```
Forces are in eV/Å.

Output
E: -319.58459 hartree
HOMO: -0.2690 hartree



(2)
The molecule C4H5N3 in a non-equilibrium geometry. Source: OMol25; level of theory: ωB97M-V with the def2-TZVPD basis set.

```
12
Properties=species:S:1:pos:R:3:forces:R:3
N 2.724 0.157 -0.923 -4.742 -0.773 3.682
C 1.769 0.027 -0.199 4.358 0.597 -3.258
C 0.556 0.007 0.675 -0.710 1.794 -0.279
C -0.171 1.317 0.359 -2.098 -2.036 -4.463
N -0.974 1.133 -0.703 0.541 -0.759 2.460
N -1.110 -0.286 -1.022 -0.096 1.675 1.128
C -0.503 -0.963 0.149 0.328 -2.897 -0.458
H 0.882 -0.113 1.694 -0.132 -0.223 0.394
H 0.091 2.322 0.507 0.488 1.016 0.717
H -2.141 -0.520 -1.196 2.180 0.678 0.445
H 0.285 -1.775 -0.174 -2.677 0.345 0.369
H -1.409 -1.306 0.833 2.560 0.584 -0.736
```
Forces are in eV/Å.

Output
SMILES: N#C[C@H]1C=NNC1
E: -319.58320 hartree
HOMO: -0.3502 hartree



(3)
The molecule C4H5N3 in a non-equilibrium geometry. Source: OMol25; level of theory: ωB97M-V with the def2-TZVPD basis set.

```
12
Properties=species:S:1:pos:R:3:forces:R:3
C 1.808 0.903 -0.196 -1.638 -0.416 1.620
N 0.494 0.400 0.303 -3.656 -1.695 -0.407
N -0.391 1.344 0.771 2.688 2.543 -0.066
N -1.584 0.955 0.802 -1.133 0.527 0.079
C -1.609 -0.337 0.511 3.509 -2.179 0.557
C -0.287 -0.770 0.207 1.059 3.217 1.611
C -1.406 -1.504 -0.321 -2.364 -2.234 -2.418
H 1.623 1.990 -0.248 0.735 -0.666 -0.367
H 2.568 0.585 0.483 0.543 0.476 1.002
H 2.085 0.339 -1.043 -0.215 0.059 -1.666
H -1.595 -2.521 0.138 0.127 1.077 -0.863
H -1.704 -1.384 -1.406 0.343 -0.708 0.917
```
Forces are in eV/Å.

Output
SMILES: Cn1nnc2c1C2
E: -319.46982 hartree
HOMO: -0.3270 hartree



(4)
The molecule C4H5N3. Source: OMol25; level of theory: ωB97M-V with the def2-TZVPD basis set.

```
12
Properties=species:S:1:pos:R:3:forces:R:3
N 2.230 -0.314 -0.241 0.002 -0.272 -0.393
C 0.882 -0.172 -0.371 -0.038 -0.006 0.053
N 0.137 -1.269 -0.182 -0.051 0.183 0.320
C -1.118 -1.044 0.196 -0.041 0.030 0.041
C -1.607 0.240 0.411 0.036 -0.022 -0.228
C -0.827 1.250 -0.150 -0.001 0.035 -0.001
N 0.396 1.049 -0.629 0.056 0.034 0.485
H 2.848 0.422 -0.524 -0.140 0.258 0.209
H 2.533 -0.951 0.473 0.150 -0.253 -0.266
H -1.750 -1.926 0.305 0.136 0.165 0.174
H -2.546 0.438 0.914 0.014 -0.041 -0.302
H -1.178 2.277 -0.202 -0.125 -0.110 -0.090
```
Forces are in eV/Å.

Output
SMILES: Nc1ncccn1
E: -319.69513 hartree
HOMO: -0.3229 hartree



(5)
The molecule C4H5N3 in a non-equilibrium geometry. Source: OMol25; level of theory: ωB97M-V with the def2-TZVPD basis set.

```
12
Properties=species:S:1:pos:R:3:forces:R:3
N 2.337 -0.152 0.072 0.310 0.844 3.482
C 0.920 0.033 -0.048 -2.114 -0.925 -0.152
C 0.184 1.266 -0.092 -1.113 -2.099 -0.222
C -1.241 1.152 -0.002 2.697 -0.107 0.750
C -1.805 -0.125 0.183 4.139 -0.422 -2.516
N -1.149 -1.301 -0.112 2.746 3.367 1.948
N 0.233 -1.170 -0.074 -0.738 0.697 -0.810
H 2.978 0.283 -0.611 -0.868 0.021 0.823
H 2.596 0.063 1.166 -0.389 -0.565 -3.981
H 0.672 2.220 -0.245 -0.016 -0.046 0.107
H -1.755 2.110 0.006 -0.528 -0.512 0.096
H -2.784 -0.280 0.234 -4.125 -0.253 0.475
```
Forces are in eV/Å.

Output
SMILES: Nc1cccnn1
E: -319.60026 hartree
HOMO: -0.3434 hartree



(6)
The molecule C4H5N3 in a non-equilibrium geometry. Source: OMol25; level of theory: ωB97M-V with the def2-TZVPD basis set.

```
12
Properties=species:S:1:pos:R:3:forces:R:3
H -1.215 1.889 0.240 0.426 -0.476 -0.126
N -0.263 1.494 0.244 -0.098 0.311 0.351
C -0.178 0.245 0.263 2.256 -1.431 -0.806
C 1.275 -0.557 0.182 -1.998 0.592 0.955
C 2.248 0.180 -0.397 -0.613 -1.168 1.215
N -1.241 -0.655 0.141 0.139 -2.769 0.127
C -2.500 -0.382 -0.152 -0.177 1.582 0.552
N -3.547 0.072 -0.282 -0.651 -0.145 -0.395
H 1.264 -1.644 0.713 0.394 2.756 -1.686
H 3.283 -0.180 -0.496 -0.605 0.207 -0.057
H 1.979 1.217 -0.635 0.275 -0.516 -0.176
H -1.105 -1.678 0.177 0.649 1.057 0.045
```
Forces are in eV/Å.

Output
SMILES: [H]/N=C(/C=C)NC#N
E: -319.61027 hartree
HOMO: -0.3707 hartree



(7)
The molecule C4H5N3 in a non-equilibrium geometry. Source: OMol25; level of theory: ωB97M-V with the def2-TZVPD basis set.

```
12
Properties=species:S:1:pos:R:3:forces:R:3
C -1.848 -0.190 -1.864 -0.049 1.271 -2.487
N -0.881 -0.795 -0.960 -2.321 0.602 -1.429
C -0.238 -0.094 -0.169 3.058 -1.431 4.548
C 0.739 -0.945 0.659 4.511 -1.870 1.314
N 1.683 -0.192 1.254 -3.016 -2.140 -1.491
C 1.070 1.072 1.132 -0.940 -0.203 1.067
N -0.012 1.184 0.446 -0.685 1.202 -1.937
H -1.377 0.910 -2.232 -1.657 -2.923 0.707
H -2.905 0.019 -1.318 2.509 -0.780 -1.473
H -1.891 -0.987 -2.847 -0.417 2.615 2.818
H 0.937 -2.155 0.752 -0.999 3.283 -0.757
H 1.368 1.779 1.915 0.007 0.374 -0.879
```
Forces are in eV/Å.

Output
SMILES: C/N=C1/C=NC=N1
E: -319.55353 hartree
HOMO: -0.3683 hartree



(8)
The molecule C4H5N3 in a non-equilibrium geometry. Source: OMol25; level of theory: ωB97M-V with the def2-TZVPD basis set.

```
12
Properties=species:S:1:pos:R:3:forces:R:3
H 1.441 1.770 0.604 -1.044 -0.196 0.462
N 0.407 1.690 0.464 0.253 0.242 -1.177
C 0.040 0.605 0.020 2.176 -2.858 0.587
C -1.130 -0.115 -0.525 0.037 2.948 3.909
C -2.196 -0.168 0.263 -2.728 -1.407 -0.418
N 1.205 -0.720 0.303 -2.344 0.629 -1.028
C 2.367 -0.251 -0.100 2.584 -0.679 -0.822
N 3.447 -0.032 -0.483 -0.994 0.454 0.513
H -1.091 -0.549 -1.455 0.305 -1.082 -1.854
H -2.975 -0.839 -0.192 0.389 0.810 0.689
H -2.559 0.273 1.251 1.534 -0.413 -1.489
H 1.045 -1.663 -0.150 -0.168 1.551 0.627
```
Forces are in eV/Å.

Output
SMILES: [H]/N=C(/C=C)NC#N
E: -319.57339 hartree
HOMO: -0.3563 hartree



(9)
The molecule C4H5N3 in a non-equilibrium geometry. Source: OMol25; level of theory: ωB97M-V with the def2-TZVPD basis set.

```
12
Properties=species:S:1:pos:R:3:forces:R:3
C 1.356 -0.909 -0.025 -1.833 0.725 -4.581
N -0.143 -0.752 -0.223 2.407 -1.879 1.206
C -0.672 0.322 0.480 -1.798 1.648 -0.438
C -0.108 1.640 -0.005 5.102 3.487 0.147
N 0.774 2.434 -0.216 -4.560 -3.541 0.670
C -2.110 0.313 0.140 -4.851 -0.631 -1.529
N -3.212 0.178 -0.287 4.363 0.706 1.835
H 1.589 -1.803 -0.646 0.194 0.649 0.584
H 1.767 0.014 -0.551 0.447 -1.187 1.270
H 1.605 -1.092 0.961 0.528 0.041 1.991
H -0.298 -0.554 -1.173 -0.198 -0.259 -1.598
H -0.548 0.209 1.545 0.199 0.243 0.441
```
Forces are in eV/Å.

Output
SMILES: CNC(C#N)C#N
E: -319.60878 hartree
HOMO: -0.3895 hartree



(10)
The molecule C4H5N3 in a non-equilibrium geometry. Source: OMol25; level of theory: ωB97M-V with the def2-TZVPD basis set.

```
12
Properties=species:S:1:pos:R:3:forces:R:3
C 1.566 0.280 -0.082 0.228 -0.093 -0.040
N 0.304 0.763 0.468 -0.044 0.112 -0.073
C -0.833 -0.161 0.461 -0.081 -0.056 0.021
C -1.976 0.424 -0.270 -0.839 0.571 -0.511
N -2.836 0.961 -0.826 0.866 -0.574 0.571
C -0.532 -1.491 -0.114 0.223 -0.956 -0.336
N -0.296 -2.548 -0.516 -0.210 1.033 0.369
H 1.944 -0.555 0.514 -0.059 0.118 -0.059
H 2.287 1.097 -0.005 -0.082 -0.126 -0.014
H 1.511 -0.045 -1.131 -0.027 0.052 0.145
H 0.035 1.627 0.013 -0.016 -0.104 0.055
H -1.174 -0.350 1.489 0.043 0.024 -0.127
```
Forces are in eV/Å.

Output
SMILES: CNC(C#N)C#N
E: -319.63603 hartree
HOMO: -0.3756 hartree



(11)
The molecule C4H5N3. Source: OMol25; level of theory: ωB97M-V with the def2-TZVPD basis set.

```
12
Properties=species:S:1:pos:R:3:forces:R:3
N -1.504 0.428 -0.473 -0.201 0.190 0.004
C -0.089 0.285 -0.118 0.152 -0.053 -0.027
C -0.715 1.501 0.477 -0.217 -0.273 0.257
N 1.061 0.490 -0.944 0.227 -0.329 -0.010
C 1.899 -0.350 -0.463 0.164 0.126 -0.308
N 1.419 -1.318 0.475 -0.260 0.155 0.047
C 0.194 -0.972 0.628 0.270 -0.032 0.128
H -1.758 0.894 -1.332 0.341 -0.029 -0.090
H -2.057 -0.423 -0.320 0.103 0.503 0.303
H -0.889 1.351 1.551 -0.649 -0.402 -0.214
H 2.955 -0.340 -0.707 -0.114 -0.118 -0.156
H -0.516 -1.547 1.225 0.183 0.263 0.066
```
Forces are in eV/Å.

Output
E: -319.52825 hartree
HOMO: -0.3051 hartree



(12)
The molecule C4H5N3 in a non-equilibrium geometry. Source: OMol25; level of theory: ωB97M-V with the def2-TZVPD basis set.

```
12
Properties=species:S:1:pos:R:3:forces:R:3
N -1.975 -0.053 0.083 -0.312 1.117 0.855
C -0.804 0.228 0.662 -0.474 0.342 0.825
C 0.176 0.997 -0.067 -0.227 -0.689 0.262
N 1.530 1.038 0.421 -0.425 -0.510 0.227
C 2.075 -0.123 0.364 0.203 0.385 0.173
N 1.328 -1.205 -0.112 0.260 0.154 -0.814
C 0.237 -0.766 -0.559 0.793 -0.499 -0.352
H -2.303 0.180 -0.857 0.158 0.313 0.245
H -2.610 -0.588 0.648 -0.212 -0.054 -0.132
H -0.151 2.027 -0.398 0.295 -1.329 -0.913
H 3.110 -0.375 0.602 -0.289 0.579 0.267
H -0.565 -1.453 -0.799 0.231 0.190 -0.644
```
Forces are in eV/Å.

Output
E: -319.50696 hartree
HOMO: -0.2996 hartree



(13)
The molecule C4H5N3O in a non-equilibrium geometry. Source: OMol25; level of theory: ωB97M-V with the def2-TZVPD basis set.

```
13
Properties=species:S:1:pos:R:3:forces:R:3
C 0.671 1.441 0.755 -0.329 0.120 0.359
N 1.777 0.887 0.444 0.321 -0.452 -0.651
N 1.532 -0.300 -0.318 1.505 -0.667 0.638
C 0.132 -0.294 -0.583 -1.080 0.096 -0.567
C -1.049 -1.257 -0.791 1.129 -0.045 0.032
N -2.107 -0.655 -0.414 -0.388 -0.751 -0.080
O -1.796 0.546 0.212 -0.073 0.988 0.358
C -0.432 0.427 0.581 -0.054 -0.645 0.279
H 0.695 2.396 1.273 -0.186 -0.273 -0.024
H 2.036 -1.114 0.058 -0.559 0.677 -0.214
H 0.024 0.444 -1.402 -0.087 -0.253 -0.262
H -1.116 -2.248 -1.265 0.035 0.759 0.156
H -0.367 -0.272 1.452 -0.234 0.446 -0.023
```
Forces are in eV/Å.

Output
SMILES: C1=NN[C@H]2C=NO[C@H]12
E: -394.76740 hartree
HOMO: -0.3359 hartree



(14)
The molecule C4H5N3O in a non-equilibrium geometry. Source: OMol25; level of theory: ωB97M-V with the def2-TZVPD basis set.

```
13
Properties=species:S:1:pos:R:3:forces:R:3
C 0.183 0.487 -0.503 1.415 5.961 1.800
C 0.236 -0.467 0.619 -3.036 -1.182 -4.574
N 1.353 0.637 -1.267 -0.419 -0.537 -0.337
C 0.457 -1.055 1.761 0.483 0.075 0.282
O -1.558 1.483 0.493 -0.263 0.231 0.122
N -0.666 1.526 -0.581 1.415 -2.403 -0.188
C -0.705 -1.145 -0.624 0.317 -2.653 3.508
N -1.320 -2.001 -1.108 0.081 0.695 -0.586
H -2.141 2.239 0.323 0.191 -0.388 -0.017
H 1.852 -0.225 -1.450 -0.138 0.005 -0.005
H 1.148 1.130 -2.131 0.083 -0.016 0.082
H 0.046 -2.036 1.987 0.083 0.275 -0.085
H 1.115 -0.572 2.480 -0.211 -0.060 -0.002
```
Forces are in eV/Å.

Output
E: -394.72684 hartree
HOMO (alpha / beta): -0.3081 / -0.3081 hartree



(15)
A structure of composition C4H5N3O in a non-equilibrium geometry. Source: OMol25; level of theory: ωB97M-V with the def2-TZVPD basis set.

```
13
Properties=species:S:1:pos:R:3:forces:R:3
C 1.981 1.348 0.263 -1.073 2.576 -0.478
C 1.549 -0.709 -0.293 0.604 0.140 -0.587
C 0.230 -1.417 -0.255 -0.901 1.847 -1.264
C -0.179 -0.208 0.652 -0.034 -0.343 0.359
N 3.032 0.856 -0.225 1.138 -2.329 0.061
N 2.805 -0.580 -0.457 0.342 0.344 -0.530
N 0.947 0.411 0.223 0.471 0.604 0.303
O -1.739 1.604 -0.486 -0.625 -5.210 -0.425
H 1.924 2.446 0.265 -0.543 -0.702 0.744
H -0.400 -1.277 -1.181 0.982 -0.441 0.600
H 0.132 -2.366 0.118 -0.236 -2.325 0.917
H -1.369 0.484 -0.389 -1.904 5.117 0.006
H -2.715 1.385 -0.638 1.779 0.723 0.293
```
Forces are in eV/Å.

Output
E: -394.69472 hartree
HOMO: -0.3591 hartree



(16)
The molecule C4H5N3O in a non-equilibrium geometry. Source: OMol25; level of theory: ωB97M-V with the def2-TZVPD basis set.

```
13
Properties=species:S:1:pos:R:3:forces:R:3
H -1.980 0.710 -0.235 -1.425 -0.738 0.063
N -2.415 -0.246 -0.146 0.809 1.065 -0.120
C -1.408 -0.994 -0.025 -1.331 0.261 -0.200
N -0.108 -0.528 -0.013 0.743 -1.343 0.205
C 1.042 -1.304 -0.019 0.645 -0.494 0.287
N 2.113 -0.554 -0.091 -0.042 0.118 0.097
C 1.687 0.773 -0.135 -1.099 -0.744 0.356
C 0.305 0.750 -0.062 2.386 2.635 0.214
O -0.510 1.845 -0.070 -0.591 -0.474 -1.244
H -1.528 -2.050 0.033 0.208 -0.866 0.194
H 1.042 -2.422 0.149 -0.190 1.646 -0.501
H 2.332 1.674 -0.122 -0.447 -1.042 -0.168
H -0.572 2.345 0.736 0.332 -0.026 0.816
```
Forces are in eV/Å.

Output
SMILES: [H]/N=C\n1cncc1O
E: -394.89298 hartree
HOMO: -0.3337 hartree



(17)
The molecule C4H5N3O in a non-equilibrium geometry. Source: OMol25; level of theory: ωB97M-V with the def2-TZVPD basis set.

```
13
Properties=species:S:1:pos:R:3:forces:R:3
C 2.010 -2.496 -0.215 0.501 0.226 0.294
N 1.709 -1.212 -0.266 0.283 -3.774 -0.201
N 0.340 -1.121 0.034 0.959 -0.617 0.545
C -0.154 0.019 -0.028 -2.401 3.510 -0.821
C -1.459 0.466 0.492 1.277 -0.247 -0.302
C -1.588 1.772 0.389 -0.264 2.471 0.557
N -0.508 2.273 -0.324 0.753 0.208 1.012
O 0.356 1.192 -0.625 0.235 -0.774 -0.055
H 3.133 -2.867 -0.395 -2.742 1.104 0.364
H 1.170 -3.293 0.094 1.999 1.815 -0.839
H -2.100 -0.119 1.015 -1.538 -1.853 1.533
H -2.219 2.570 0.978 0.868 -2.019 -1.677
H -0.689 2.816 -1.149 0.070 -0.050 -0.410
```
Forces are in eV/Å.

Output
SMILES: C=N/N=c1/cc[nH]o1
E: -394.76587 hartree
HOMO: -0.3046 hartree



(18)
The molecule C4H5N3O in a non-equilibrium geometry. Source: OMol25; level of theory: ωB97M-V with the def2-TZVPD basis set.

```
13
Properties=species:S:1:pos:R:3:forces:R:3
C 1.333 1.126 -0.856 -3.466 -3.297 2.302
C -0.656 1.945 -0.395 -0.474 0.307 0.130
C 0.048 -0.198 0.048 4.092 3.503 -2.622
C 0.770 -2.364 0.467 -0.307 0.345 -0.001
N 0.570 2.134 -0.890 -0.034 0.185 -0.081
N -0.081 -1.414 0.543 -0.495 -1.115 0.563
N -0.904 0.715 0.104 -0.161 -0.105 0.004
O -2.154 0.450 0.629 0.113 0.264 -0.102
H 2.346 0.960 -1.117 0.554 -0.129 -0.126
H -1.409 2.707 -0.380 -0.195 -0.031 0.066
H 0.516 -3.293 0.951 -0.003 -0.211 0.056
H 1.722 -2.297 -0.053 0.059 0.205 -0.063
H -2.102 -0.470 0.951 0.318 0.078 -0.125
```
Forces are in eV/Å.

Output
E: -394.72740 hartree
HOMO (alpha / beta): -0.2682 / -0.2683 hartree



(19)
The molecule C4H5N3O in a non-equilibrium geometry. Source: OMol25; level of theory: ωB97M-V with the def2-TZVPD basis set.

```
13
Properties=species:S:1:pos:R:3:forces:R:3
H -3.817 0.718 -0.006 -2.470 2.601 0.682
N -3.242 0.000 -0.235 0.469 -3.216 -1.106
C -2.105 0.260 0.168 2.552 2.808 1.365
N -1.025 -0.571 0.064 -1.774 -1.800 0.009
C 0.233 -0.105 0.081 2.174 -1.341 -1.106
N 0.716 1.054 -0.035 0.813 2.502 0.182
C 2.126 0.866 -0.095 -0.625 3.328 0.726
C 2.443 -0.401 -0.005 -2.120 -0.979 -0.612
O 1.184 -1.031 0.020 0.925 -2.810 0.695
H -1.739 1.224 0.658 -0.868 -0.854 -0.632
H -1.277 -1.561 -0.081 0.890 0.810 -0.080
H 2.748 1.772 -0.064 -0.258 -0.768 -0.282
H 3.301 -1.014 -0.127 0.292 -0.280 0.159
```
Forces are in eV/Å.

Output
SMILES: [H]/N=C/Nc1ncco1
E: -394.89574 hartree
HOMO: -0.3278 hartree



In the order shown, the computed relative energy (zero: lowest compared OMol25 entry of this formula, charge and spin) values come out to 3.473 3.511 6.596 0.465 3.046 2.774 4.318 3.778 2.814 2.073 5.006 5.585 5.447 6.550 7.424 2.030 5.488 6.535 1.954 eV.